{"formula": "C40H105B2BeF8N5O20", "method": "ωB97M-V/def2-TZVPD", "species": ["Be", "B", "F", "F", "F", "F", "B", "F", "F", "F", "F", "C", "O", "C", "C", "N", "C", "C", "O", "C", "H", "H", "H", "H", "H", "H", "H", "H", "H", "H", "H", "H", "H", "H", "H", "C", "O", "C", "C", "N", "C", "C", "O", "C", "H", "H", "H", "H", "H", "H", "H", "H", "H", "H", "H", "H", "H", "H", "H", "C", "O", "C", "C", "N", "C", "C", "O", "C", "H", "H", "H", "H", "H", "H", "H", "H", "H", "H", "H", "H", "H", "H", "H", "C", "O", "C", "C", "N", "C", "C", "O", "C", "H", "H", "H", "H", "H", "H", "H", "H", "H", "H", "H", "H", "H", "H", "H", "C", "O", "C", "C", "N", "C", "C", "O", "C", "H", "H", "H", "H", "H", "H", "H", "H", "H", "H", "H", "H", "H", "H", "H", "C", "C", "O", "O", "H", "H", "H", "H", "H", "H", "C", "C", "O", "O", "H", "H", "H", "H", "H", "H", "C", "C", "O", "O", "H", "H", "H", "H", "H", "H", "C", "C", "O", "O", "H", "H", "H", "H", "H", "H", "C", "C", "O", "O", "H", "H", "H", "H", "H", "H"], "positions_angstrom": [[-1.75, 1.68, -1.16], [-2.94, 4.04, 0.02], [-4.18, 3.70, -0.44], [-2.95, 5.25, 0.67], [-2.38, 3.03, 0.76], [-2.04, 4.18, -1.02], [-0.79, -0.96, -2.21], [0.24, -0.35, -1.61], [-1.76, -0.92, -1.23], [-1.23, -0.13, -3.21], [-0.53, -2.30, -2.49], [-3.89, 0.62, 1.22], [-3.66, 0.59, -0.20], [-4.82, 0.20, -0.95], [-4.48, 0.38, -2.45], [-3.76, 1.62, -2.65], [-3.45, 1.97, -4.07], [-2.62, 3.30, -4.06], [-1.37, 3.07, -3.39], [-0.31, 2.66, -4.20], [-4.41, 1.56, 1.42], [-2.98, 0.78, 1.80], [-4.37, -0.25, 1.65], [-5.66, 0.74, -0.53], [-4.98, -0.84, -0.66], [-5.43, 0.35, -2.98], [-3.94, -0.49, -2.81], [-4.50, 2.29, -2.50], [-4.37, 1.99, -4.65], [-2.79, 1.24, -4.55], [-3.22, 4.02, -3.50], [-2.48, 3.60, -5.10], [-0.05, 3.40, -4.96], [-0.59, 1.77, -4.76], [0.58, 2.39, -3.63], [1.97, -7.59, -7.52], [3.34, -7.42, -7.65], [3.78, -6.19, -8.09], [3.32, -4.97, -7.23], [2.00, -4.39, -7.58], [1.58, -3.40, -6.57], [2.28, -2.07, -6.79], [2.38, -1.31, -5.58], [1.20, -0.85, -5.05], [1.81, -8.66, -7.39], [1.55, -7.26, -8.47], [1.57, -7.03, -6.67], [3.52, -6.06, -9.13], [4.87, -6.14, -8.16], [4.12, -4.23, -7.23], [3.21, -5.39, -6.22], [2.10, -3.96, -8.48], [1.84, -3.80, -5.59], [0.54, -3.10, -6.63], [1.91, -1.44, -7.61], [3.32, -2.24, -7.07], [0.56, -0.20, -5.64], [1.51, -0.38, -4.12], [0.55, -1.68, -4.76], [2.18, -7.57, 3.36], [2.09, -6.40, 2.59], [1.14, -6.62, 1.56], [1.09, -5.30, 0.76], [0.61, -4.20, 1.55], [0.62, -3.01, 0.73], [2.03, -2.39, 0.56], [2.74, -2.29, 1.79], [2.55, -1.21, 2.64], [3.21, -7.64, 3.72], [1.96, -8.45, 2.75], [1.45, -7.62, 4.17], [0.20, -6.90, 2.04], [1.44, -7.44, 0.90], [0.51, -5.47, -0.14], [2.14, -5.08, 0.54], [1.20, -4.07, 2.36], [0.00, -2.28, 1.25], [-0.03, -3.12, -0.14], [1.94, -1.39, 0.13], [2.49, -2.94, -0.27], [1.60, -0.68, 2.64], [3.17, -0.39, 2.29], [2.90, -1.35, 3.67], [-1.48, 3.03, 4.33], [-0.62, 2.02, 4.77], [0.51, 2.54, 5.45], [1.54, 1.38, 5.77], [1.12, 0.62, 6.97], [1.92, -0.55, 7.39], [1.31, -1.36, 8.50], [1.07, -0.58, 9.58], [0.81, -1.29, 10.72], [-0.93, 3.82, 3.83], [-2.07, 3.46, 5.15], [-2.08, 2.65, 3.51], [0.36, 3.10, 6.38], [0.95, 3.37, 4.90], [2.55, 1.75, 5.97], [1.69, 0.74, 4.90], [0.22, 0.27, 6.67], [2.89, -0.16, 7.72], [2.12, -1.22, 6.56], [1.99, -2.18, 8.75], [0.36, -1.80, 8.19], [-0.06, -1.95, 10.64], [0.60, -0.56, 11.50], [1.66, -1.83, 11.14], [2.95, 4.42, -3.26], [2.99, 3.17, -2.55], [3.78, 2.13, -3.22], [3.97, 0.95, -2.23], [4.73, 1.53, -1.15], [4.96, 0.57, -0.06], [4.97, 1.37, 1.29], [3.79, 2.07, 1.71], [3.86, 2.82, 2.90], [2.36, 5.13, -2.68], [2.42, 4.22, -4.19], [3.90, 4.91, -3.44], [4.79, 2.48, -3.41], [3.31, 1.75, -4.13], [4.41, 0.11, -2.76], [3.04, 0.50, -1.87], [4.30, 2.35, -0.75], [5.88, 0.00, -0.11], [4.09, -0.09, -0.02], [5.73, 2.14, 1.15], [5.21, 0.77, 2.17], [3.02, 3.50, 2.97], [4.57, 3.63, 2.74], [3.92, 2.23, 3.82], [-6.84, 3.12, -1.96], [-8.21, 3.73, -2.04], [-8.15, 4.99, -1.28], [-5.92, 3.80, -2.79], [-7.06, 2.12, -2.34], [-6.43, 3.09, -0.95], [-8.93, 2.94, -1.81], [-8.37, 4.01, -3.09], [-8.98, 5.43, -1.43], [-5.60, 4.54, -2.26], [-0.91, -1.40, 4.12], [-2.19, -1.33, 5.01], [-1.78, -0.59, 6.12], [-0.82, -0.26, 3.33], [-1.12, -2.21, 3.42], [0.01, -1.81, 4.54], [-2.52, -2.29, 5.43], [-2.99, -0.81, 4.49], [-2.39, -0.69, 6.85], [-0.80, 0.47, 3.95], [-4.06, -3.48, 1.04], [-2.69, -3.71, 0.42], [-2.15, -4.83, 1.11], [-3.97, -2.97, 2.38], [-4.67, -4.39, 1.01], [-4.69, -2.85, 0.41], [-2.14, -2.77, 0.49], [-2.80, -4.02, -0.62], [-1.20, -4.69, 1.17], [-3.78, -3.69, 2.98], [0.24, 6.90, -0.94], [0.10, 6.86, 0.56], [1.40, 6.49, 1.04], [1.02, 8.01, -1.25], [-0.78, 7.02, -1.32], [0.56, 5.93, -1.32], [-0.55, 6.02, 0.81], [-0.27, 7.81, 0.94], [2.02, 7.22, 0.98], [1.06, 8.06, -2.21], [0.86, 1.60, 0.94], [0.86, 3.00, 0.32], [0.66, 3.00, -1.15], [-0.37, 0.88, 0.87], [1.09, 1.72, 2.00], [1.67, 0.94, 0.61], [1.77, 3.49, 0.67], [0.07, 3.65, 0.69], [1.48, 3.10, -1.62], [-0.35, 0.33, 1.65]], "total_energy_ha": -4229.0278, "multiplicity": 1, "mol_weight_g_mol": 1158.91, "charge": 0}